Record 1
The following is a quantum chemistry calculation of a 2-piece molecular cluster, C15H28FIN3O6 overall, from the Open Molecules 2025 dataset.

The lowest unoccupied orbital energy comes out at -3.240 eV. The gap between HOMO and LUMO comes out at 8.79 eV. The calculation puts the molar mass at 492.31 u.

Geometry as ORCA input:
```
! RIJCOSX wB97M-V def2-TZVPD def2/J DEFGRID3
* xyz 1 1
I -0.198 -0.498 -2.818
F -0.179 -4.960 7.265
O -1.511 -3.607 4.393
O 0.436 -4.377 5.170
O 2.311 1.617 -2.200
O 0.234 -3.845 2.986
O -3.283 0.413 1.684
O -3.474 2.726 -0.850
N -2.093 2.992 -2.691
N -0.596 2.081 -4.221
N 0.130 2.512 -2.092
C -3.340 2.504 0.559
C 3.432 1.181 -2.984
C -2.504 1.272 0.909
C 3.598 -0.325 -3.006
C 0.550 1.219 -3.900
C -1.347 -1.136 1.955
C -2.840 -0.935 1.702
C 4.840 -1.297 -1.043
C -0.331 -4.018 6.309
C -0.234 -3.935 4.072
C -0.912 2.566 -2.946
C -2.522 3.562 -1.407
C -1.737 -3.993 5.756
C 3.461 -0.982 -1.628
C 1.305 2.165 -2.942
H -2.939 3.377 1.055
H 0.022 -3.060 6.692
H -2.948 4.537 -1.605
H 2.878 -0.781 -3.675
H -1.637 1.616 1.465
H 1.577 3.116 -3.405
H 4.333 1.616 -2.577
H -2.198 -4.981 5.783
H 4.744 -1.891 -0.148
H 4.572 -0.515 -3.439
H 0.252 3.362 -1.554
H -0.839 -1.146 1.000
H 2.912 -1.899 -1.757
H -2.769 2.925 -3.442
H 5.412 -1.853 -1.773
H 5.347 -0.387 -0.766
H -1.157 -2.093 2.403
H -2.184 0.826 -0.029
H -0.227 2.831 -4.806
H -1.673 3.695 -0.757
H -3.388 -1.500 2.438
H 3.366 1.541 -4.005
H -2.384 -3.281 6.260
H 2.949 -0.344 -0.923
H -3.079 -1.381 0.734
H -4.327 2.346 0.966
H 1.100 0.759 -4.698
H -0.913 -0.334 2.531
*
```

***

Record 2
The following is a quantum chemistry calculation of a single C15H28N2O3 molecule, from the Open Molecules 2025 dataset.

The lowest unoccupied orbital energy comes out at 0.818 eV. The gap between HOMO and LUMO comes out at 10.09 eV. The calculation puts the molar mass at 284.40 u. The energy relative to the best compared isomer or geometry (same formula, charge and spin) is 0.0 kJ/mol.

Geometry as ORCA input:
```
! RIJCOSX wB97M-V def2-TZVPD def2/J DEFGRID3
* xyz 0 1
O -3.283 -2.854 -0.621
O -2.236 1.108 1.914
O 0.491 -0.409 -1.317
N 0.404 1.345 0.086
N -1.836 -0.578 0.463
C 2.483 0.127 -0.064
C 1.043 0.315 -0.509
C -1.011 1.598 -0.128
C 3.338 -0.401 -1.215
C 3.909 -1.159 1.562
C 4.760 -0.689 -0.746
C -0.471 3.942 -0.863
C -1.784 0.704 0.860
C -1.344 3.082 0.048
C -3.709 -2.159 0.528
C -2.476 -1.608 1.243
C 4.754 -1.688 0.408
C -4.345 -3.371 -1.378
C -2.821 3.320 -0.257
C 2.484 -0.880 1.095
H -1.402 -0.856 -0.409
H 1.884 -0.496 1.924
H 3.351 0.331 -2.025
H -4.379 -1.331 0.248
H 4.339 -2.637 0.062
H -5.008 -2.573 -1.733
H -4.939 -4.087 -0.795
H -3.900 -3.879 -2.232
H -2.770 -1.160 2.195
H 0.837 1.831 0.856
H -4.258 -2.835 1.202
H 2.877 -1.312 -1.599
H 2.889 1.082 0.288
H -3.444 2.750 0.427
H 5.230 0.241 -0.417
H -3.053 3.021 -1.277
H -0.705 4.994 -0.720
H 5.348 -1.084 -1.577
H 3.892 -1.885 2.377
H -1.773 -2.428 1.416
H -1.233 1.278 -1.152
H 0.586 3.795 -0.655
H -0.651 3.688 -1.905
H 4.353 -0.237 1.946
H 5.775 -1.871 0.748
H -3.062 4.374 -0.143
H 2.024 -1.808 0.750
H -1.160 3.347 1.094
*
```

***

Record 3
The following is a quantum chemistry calculation of a single C15H28N2O4S molecule, from the Open Molecules 2025 dataset.

The lowest unoccupied orbital energy comes out at 0.619 eV. The gap between HOMO and LUMO comes out at 9.92 eV. The calculation puts the molar mass at 332.47 u. The energy relative to the best compared isomer or geometry (same formula, charge and spin) is 35.8 kJ/mol.

Geometry as ORCA input:
```
! RIJCOSX wB97M-V def2-TZVPD def2/J DEFGRID3
* xyz 0 1
S -2.469 1.381 1.253
O -1.719 0.953 2.402
O 2.008 -1.712 0.963
O 3.476 -3.096 -3.195
O -3.582 0.580 0.834
N -1.463 1.582 -0.088
N 1.689 -2.406 -1.157
C -1.562 0.554 -1.102
C -0.752 -0.690 -0.740
C -4.501 3.233 1.710
C 3.764 -3.520 -1.862
C -4.928 3.060 3.167
C -0.100 1.954 0.234
C -3.001 3.114 1.500
C 4.757 -2.507 -1.274
C 5.341 -1.840 -2.517
C 0.777 0.754 0.589
C 4.143 -1.877 -3.462
C -4.683 1.652 3.693
C 1.542 -1.527 -0.140
C 0.713 -0.299 -0.517
C 2.460 -3.620 -1.051
H 3.473 -1.026 -3.263
H -0.848 -1.434 -1.534
H -4.987 2.471 1.097
H 5.698 -0.829 -2.335
H -1.206 0.982 -2.047
H 1.368 -2.174 -2.083
H -2.435 3.491 2.347
H -0.144 2.645 1.077
H -5.048 1.562 4.714
H 1.116 0.121 -1.449
H -3.625 1.408 3.682
H -2.687 3.611 0.587
H 5.509 -2.992 -0.658
H -4.831 4.214 1.359
H 4.210 -4.521 -1.926
H -5.198 0.923 3.073
H -5.994 3.289 3.241
H -1.156 -1.112 0.182
H 6.156 -2.440 -2.924
H 1.863 -4.456 -1.426
H 0.418 0.313 1.520
H 0.311 2.482 -0.634
H 2.691 -3.774 0.004
H -4.393 3.783 3.788
H 4.416 -1.871 -4.519
H 1.806 1.080 0.743
H 4.223 -1.778 -0.663
H -2.619 0.309 -1.194
*
```

***

Record 4
The following is a quantum chemistry calculation of C15H28N6O8P2STi as an isolated structure, from the Open Molecules 2025 dataset.

The lowest unoccupied orbital energy (spin up / spin down) comes out at -2.512 / -2.582 eV. The gap between HOMO and LUMO (spin up / spin down) comes out at 7.89 / 8.99 eV. The calculation puts the molar mass at 562.31 u. The energy relative to the best compared isomer or geometry (same formula, charge and spin) is 50.2 kJ/mol.

Geometry as ORCA input:
```
! RIJCOSX wB97M-V def2-TZVPD def2/J DEFGRID3
* xyz 1 2
Ti 0.206 -1.970 0.238
S 3.606 3.490 -1.923
P 0.464 -4.181 -1.109
P -1.566 -2.827 -2.406
O -0.962 -1.653 -1.622
O 1.478 -3.057 -1.046
O -0.454 -4.009 0.077
O 1.044 -5.627 -1.227
O -1.617 -2.345 -3.919
O -1.611 -1.440 1.154
O -0.410 -3.982 -2.452
O -2.852 -3.368 -1.930
N -1.472 0.992 -1.432
N -2.718 -2.220 2.959
N 4.345 6.063 1.763
N 1.291 -0.101 -0.381
N -3.182 -3.058 0.863
N -1.762 1.510 1.160
C 1.135 -1.919 2.131
C 2.387 1.098 -2.135
C 2.729 2.132 -1.256
C 1.693 0.008 -1.659
C 5.138 5.033 1.471
C 2.331 2.009 0.072
C -3.013 1.292 0.433
C -2.474 -2.252 1.628
C -2.795 1.565 -1.059
C 3.889 4.490 -0.478
C 1.627 0.885 0.458
C -4.106 -4.056 1.371
C 3.065 5.569 -0.201
C 3.338 6.321 0.935
C 4.959 4.219 0.361
H 1.631 -5.781 -1.979
H -4.473 -4.626 0.523
H -2.285 -2.823 -4.426
H -1.535 0.697 1.717
H -2.026 -1.774 3.536
H 1.313 0.763 1.486
H 2.719 7.175 1.187
H -4.960 -3.596 1.872
H -1.454 -0.051 -1.574
H -1.078 1.422 -2.265
H 2.567 2.768 0.804
H -0.862 1.194 -0.620
H -3.283 -2.933 3.388
H 2.237 5.817 -0.851
H -2.751 2.634 -1.258
H 1.436 -0.820 -2.307
H 5.958 4.851 2.155
H -2.983 -3.086 -0.143
H -1.792 2.325 1.756
H -3.573 1.119 -1.674
H -3.820 1.936 0.783
H 0.816 -1.109 2.795
H 0.861 -2.869 2.606
H 2.688 1.134 -3.174
H 2.226 -1.891 2.046
H -3.609 -4.747 2.056
H -3.331 0.260 0.562
H 5.634 3.399 0.158
*
```

***

Record 5
The following is a quantum chemistry calculation of C15H29AlINO2P2 as an isolated structure, from the Open Molecules 2025 dataset.

The lowest unoccupied orbital energy (spin up / spin down) comes out at -7.170 / -8.284 eV. The gap between HOMO and LUMO (spin up / spin down) comes out at 8.02 / 4.01 eV. The calculation puts the molar mass at 471.24 u. The energy relative to the best compared isomer or geometry (same formula, charge and spin) is 300.5 kJ/mol.

Geometry as ORCA input:
```
! RIJCOSX wB97M-V def2-TZVPD def2/J DEFGRID3
* xyz 2 1
I -0.449 2.457 1.463
P -0.262 1.213 -2.071
P -0.584 -1.312 1.927
Al 0.275 0.409 0.292
O -2.809 -1.599 -1.250
O 0.769 -2.321 -1.354
N 2.322 0.727 0.708
C 2.458 -0.018 3.152
C 2.916 0.684 1.960
C -1.016 -0.653 3.597
C 4.333 1.804 0.616
C 3.211 1.388 -0.125
C -4.801 -0.273 -0.422
C -3.516 -0.846 -0.707
C -2.100 -2.295 1.700
C 4.151 1.361 1.920
C 3.089 1.562 -1.578
C 0.597 -1.339 -0.768
C 0.573 -2.674 2.296
C -0.094 3.044 -2.223
C -1.980 1.078 -2.676
C 0.592 0.612 -3.572
H -2.106 -3.094 2.455
H -0.966 -1.472 4.331
H -4.902 -0.213 0.677
H -2.229 0.026 -2.844
H 0.474 -2.950 3.356
H -0.359 0.159 3.921
H 0.953 1.463 -4.168
H 0.123 3.292 -3.273
H 0.698 3.443 -1.580
H -4.842 0.738 -0.870
H 4.039 1.988 -1.935
H 2.914 -1.014 3.228
H -0.119 0.033 -4.176
H 1.436 -0.036 -3.311
H 4.809 1.503 2.768
H -5.622 -0.892 -0.832
H 2.780 0.552 4.034
H 1.604 -2.374 2.083
H 2.938 0.614 -2.108
H 0.305 -3.530 1.663
H -2.045 1.620 -3.630
H 2.297 2.278 -1.834
H 5.158 2.385 0.215
H -2.039 -0.253 3.570
H -2.995 -1.675 1.838
H -1.040 3.517 -1.930
H 1.372 -0.109 3.178
H -2.112 -2.746 0.705
H -2.679 1.531 -1.962
*
```

***

Record 6
The following is a quantum chemistry calculation of C15H29AsBr2N5OSSr as an isolated structure, from the Open Molecules 2025 dataset.

The lowest unoccupied orbital energy comes out at -2.137 eV. The gap between HOMO and LUMO comes out at 9.46 eV. The calculation puts the molar mass at 649.85 u. The energy relative to the best compared isomer or geometry (same formula, charge and spin) is 0.0 kJ/mol.

Geometry as ORCA input:
```
! RIJCOSX wB97M-V def2-TZVPD def2/J DEFGRID3
* xyz 1 1
Sr 0.642 -0.571 -0.410
Br 3.128 0.131 2.840
Br 3.187 2.286 0.472
As 0.675 1.396 -3.076
S 2.877 -1.888 -1.852
O 1.447 -2.049 -2.318
N -0.239 -2.958 0.284
N -2.057 -0.559 -0.425
N -0.354 1.720 0.690
N -0.165 -0.765 2.072
N 3.153 -1.143 -0.617
C -0.971 1.917 -3.991
C -2.561 0.573 0.365
C -0.190 1.692 2.147
C 1.618 0.580 -4.574
C 4.170 0.928 1.437
C -0.543 0.254 4.178
C -2.499 -1.882 0.043
C -0.308 0.333 2.812
C 1.583 3.122 -3.024
C -1.737 1.847 0.215
C -0.518 -2.133 3.976
C -1.565 -3.022 -0.353
C -0.629 -0.999 4.764
C -0.298 -1.973 2.615
C -0.198 -3.205 1.724
H -0.616 -3.120 4.407
H -3.605 0.796 0.116
H 2.659 0.413 -4.303
H -0.991 -3.902 2.027
H 0.750 -3.700 1.952
H 1.062 3.795 -2.343
H -2.346 -0.439 -1.391
H 1.606 3.573 -4.016
H -2.063 -3.967 -0.100
H 4.405 0.146 0.725
H -3.506 -2.118 -0.318
H 1.568 1.247 -5.433
H -0.744 2.363 -4.960
H -1.707 2.145 -0.836
H 5.027 1.417 1.879
H -1.524 2.643 -3.395
H -0.903 2.367 2.638
H 2.602 2.980 -2.668
H -0.805 -1.089 5.827
H 1.163 -0.381 -4.806
H -2.262 2.640 0.763
H 0.812 2.071 2.364
H 0.368 -3.615 -0.190
H -0.659 1.151 4.769
H 0.184 2.500 0.334
H -1.600 1.041 -4.148
H -2.565 -1.840 1.133
H -1.404 -3.019 -1.434
H -2.554 0.268 1.413
*
```

***

Record 7
The following is a quantum chemistry calculation of a 2-piece molecular cluster, C15H29Cl3NO3 overall, from the Open Molecules 2025 dataset.

The lowest unoccupied orbital energy comes out at -3.849 eV. The gap between HOMO and LUMO comes out at 8.46 eV. The calculation puts the molar mass at 377.76 u. The energy relative to the best compared isomer or geometry (same formula, charge and spin) is 758.3 kJ/mol.

Geometry as ORCA input:
```
! RIJCOSX wB97M-V def2-TZVPD def2/J DEFGRID3
* xyz 1 1
Cl 0.063 3.113 -3.091
Cl -0.388 4.542 -0.593
Cl 2.146 3.183 -1.056
O 0.984 0.589 4.562
O 2.004 1.612 6.608
O -0.665 -4.235 -3.178
N 0.775 -1.185 -1.922
C 0.336 -2.566 -1.512
C 0.815 4.078 -1.808
C 1.575 -0.033 1.150
C 2.491 -0.904 0.110
C 0.454 -3.587 -2.833
C -1.378 -0.191 -2.901
C 2.137 -0.746 -1.469
C -0.347 -0.164 -1.629
C -3.938 -2.298 -1.869
C 0.946 1.397 5.802
C -3.604 -0.763 -1.382
C 2.507 0.379 2.436
C -0.487 2.077 6.318
C 1.706 1.352 3.510
C -2.936 0.178 -2.549
H -1.329 -1.264 -3.397
H 2.566 -2.062 0.389
H 1.508 -3.736 -3.371
H -0.628 1.714 7.425
H -5.006 -2.332 -2.398
H -0.797 -2.491 -1.155
H 2.546 1.980 4.065
H 3.609 -0.503 0.246
H -3.564 -0.032 -3.542
H -4.062 -2.952 -0.888
H -4.624 -0.230 -1.068
H 0.179 0.907 -1.627
H -3.137 -2.766 -2.592
H 0.962 2.090 2.946
H 0.988 0.857 0.659
H -1.397 1.681 5.673
H 3.439 0.979 1.995
H 2.927 -1.384 -2.097
H 0.962 -3.081 -0.674
H 1.221 4.988 -2.256
H -0.840 -0.314 -0.579
H -0.974 0.572 -3.722
H -0.401 3.262 6.224
H 2.317 0.386 -1.798
H -2.962 -0.827 -0.402
H 2.826 -0.617 2.983
H 0.737 -0.774 1.568
H 0.814 -1.203 -2.987
H -3.078 1.324 -2.322
*
```

***

Record 8
The following is a quantum chemistry calculation of a 3-piece molecular cluster, C15H29F2N2O8S2 overall, from the Open Molecules 2025 dataset.

The lowest unoccupied orbital energy comes out at 1.996 eV. The gap between HOMO and LUMO comes out at 6.65 eV. The calculation puts the molar mass at 467.53 u. The energy relative to the best compared isomer or geometry (same formula, charge and spin) is 62.1 kJ/mol.

Geometry as ORCA input:
```
! RIJCOSX wB97M-V def2-TZVPD def2/J DEFGRID3
* xyz -1 1
S 5.747 1.306 1.901
S 3.425 -2.839 -0.163
F -6.988 2.697 -1.134
F -4.155 -2.526 2.086
O -1.149 1.699 -1.184
O -2.656 0.933 1.330
O -5.826 -1.259 -1.572
O 3.116 -1.850 -1.222
O -4.203 -3.144 -0.018
O -2.044 -1.021 0.457
O 1.265 1.605 -0.237
O 4.508 2.100 2.100
N -4.696 0.622 -0.941
N -5.258 -1.161 0.675
C -3.229 0.465 -0.970
C -5.146 1.637 0.011
C -0.373 0.736 -1.843
C 1.735 2.447 1.981
C -6.639 1.881 -0.078
C -4.507 -2.344 0.816
C 0.901 0.493 -1.006
C 5.291 -0.152 0.952
C -2.599 0.112 0.400
C 6.693 2.096 0.589
C 2.176 -4.127 -0.243
C 4.783 -3.856 -0.769
C -2.495 1.671 -1.586
C 0.887 1.489 1.126
C -5.283 -0.647 -0.686
H -7.224 0.961 -0.067
H 2.298 1.926 2.735
H -4.956 1.361 1.048
H 4.749 0.140 0.052
H 2.364 3.016 1.311
H -0.157 1.772 1.242
H 4.966 -4.674 -0.071
H -6.209 -1.348 0.967
H 7.041 3.059 0.959
H 1.225 -3.691 0.058
H -0.141 1.005 -2.880
H -2.928 2.634 -1.338
H -2.540 1.553 -2.675
H 5.670 -3.229 -0.834
H -4.686 2.590 -0.209
H 6.056 2.247 -0.283
H 2.441 -4.933 0.442
H 0.989 0.470 1.498
H 2.101 -4.503 -1.263
H 1.071 3.151 2.481
H -6.908 2.422 0.830
H -0.877 -0.233 -1.876
H 0.760 -0.408 -0.415
H 1.707 0.278 -1.707
H 4.650 -0.771 1.576
H -3.024 -0.380 -1.620
H 7.550 1.473 0.332
H 6.192 -0.710 0.689
H 4.538 -4.247 -1.757
*
```

***

Record 9
The following is a quantum chemistry calculation of a 2-piece molecular cluster, C15H29F6NO2P overall, from the Open Molecules 2025 dataset.

The lowest unoccupied orbital energy (spin up / spin down) comes out at 0.694 / 0.474 eV. The gap between HOMO and LUMO (spin up / spin down) comes out at 8.95 / 9.09 eV. The calculation puts the molar mass at 400.36 u.

Geometry as ORCA input:
```
! RIJCOSX wB97M-V def2-TZVPD def2/J DEFGRID3
* xyz 0 2
P 4.050 1.698 -0.881
F 8.454 -0.425 0.669
F 2.961 -1.043 -0.053
F 1.466 -1.266 1.510
F 0.852 -1.135 -0.572
F 8.423 0.412 -1.313
F 6.956 -1.076 -0.751
O 7.367 1.993 1.015
O -2.108 0.531 -0.246
N -3.308 0.063 -0.262
C 1.722 -0.640 0.338
C 5.967 1.794 -0.967
C 2.148 1.679 -0.695
C -3.560 -1.019 1.929
C -3.562 1.476 1.721
C -3.744 -2.366 1.233
C -3.036 -2.383 -0.120
C -3.995 0.169 1.067
C 7.643 0.002 -0.303
C -5.521 0.217 0.918
C 6.664 1.076 0.187
C -4.847 -1.410 -1.599
C -2.463 -1.145 -2.214
C 1.583 0.858 0.466
C -3.428 -1.218 -1.035
H -2.576 -2.050 -2.813
H -3.330 -3.156 1.863
H 6.263 1.395 -1.943
H -3.790 2.327 1.077
H -1.428 -1.077 -1.889
H 2.030 1.171 1.420
H -1.954 -2.350 0.045
H 1.859 2.724 -0.507
H 7.062 1.895 1.924
H 1.682 1.400 -1.652
H -5.813 0.975 0.190
H -2.682 -0.283 -2.845
H 4.140 1.680 0.556
H -5.966 -0.729 0.625
H -4.123 -0.991 2.866
H -2.497 1.489 1.939
H -4.800 -2.027 -2.496
H 3.957 2.929 -1.585
H 6.249 2.850 -0.909
H -5.290 -0.454 -1.879
H -4.806 -2.596 1.117
H -3.248 -3.316 -0.648
H 4.045 0.511 -1.652
H -2.504 -0.896 2.188
H 5.922 0.523 0.788
H -5.520 -1.913 -0.909
H 0.502 1.041 0.550
H -5.961 0.487 1.879
H -4.107 1.598 2.658
*
```